Entry 1:
C9H21F10HfN9O28S6 as an isolated structure in a non-equilibrium geometry. Source: OMol25; level of theory: ωB97M-V/def2-TZVPD.

## Properties
**Net charge**: 0
**HOMO energy**: -10.48 eV
**LUMO level**: -3.01 eV
**Energy**: -6390.14714 a.u.
**Kohn-Sham gap**: 7.47 eV

```
84
Properties=species:S:1:pos:R:3:forces:R:3:mulliken_charge:R:1
Hf -2.5137 0.6855 1.3060 1.155 0.825 -4.041 1.5100
C -1.9250 4.8119 -1.0569 -0.941 -1.457 0.218 0.6070
F -0.9665 3.9816 -1.4644 0.380 0.358 0.108 -0.1473
F -1.4625 5.6117 -0.1023 0.252 0.147 -0.064 -0.2420
F -2.3797 5.4946 -2.0773 0.107 0.340 0.095 -0.1985
S -3.3599 3.7638 -0.3971 -2.295 0.822 -0.295 1.1644
O -2.6850 2.5854 0.3179 0.400 -1.334 1.900 -1.0915
O -4.1177 4.5764 0.5092 1.147 0.016 0.638 -0.7213
O -4.0952 3.3107 -1.5140 0.559 -0.243 -0.690 -0.5555
C -3.1095 -1.3793 -3.0808 0.782 1.812 0.306 0.7017
F -3.9962 -1.7604 -3.9701 -0.157 -0.751 0.236 -0.2008
F -2.4792 -2.3519 -2.4569 -0.399 -0.499 -0.301 -0.1664
F -2.1873 -0.6520 -3.7341 0.030 -0.057 0.077 -0.2287
S -3.9956 -0.2397 -1.8831 -3.480 0.908 1.682 1.4804
O -5.0740 -0.9523 -1.2446 0.822 -1.017 -0.398 -0.6928
O -3.0230 0.1605 -0.7724 1.424 0.022 2.022 0.3398
O -4.4549 0.9110 -2.5697 1.063 -0.064 -1.246 -0.5034
N -0.6471 -0.1353 0.4741 2.639 -4.318 0.648 1.1453
S 0.3581 0.1203 -0.7663 -0.629 6.683 -3.393 0.0631
O 0.1934 -0.6128 -1.9644 -0.264 -1.013 0.715 -0.2882
O 1.6491 0.6293 -0.4352 0.222 -1.173 0.927 -0.5829
F -0.3821 1.5043 -1.0890 -0.005 -0.409 -0.132 -0.0806
S 0.0968 -1.7447 0.7569 -2.658 -2.488 2.971 0.3803
O 1.4066 -1.7547 1.2943 0.389 1.209 -0.128 -0.3033
O -0.2917 -2.7619 -0.1370 0.072 0.659 -1.085 -0.4857
F -0.8080 -2.1062 2.0093 0.193 0.613 0.089 -0.0330
N -3.5287 -1.1570 1.8816 -1.058 -1.739 2.250 -0.2683
S -4.0140 -1.5205 3.4691 0.404 4.512 2.370 0.8898
O -3.0404 -2.0497 4.3389 0.449 -0.996 -0.310 -0.4996
O -5.3940 -1.7487 3.6066 -0.104 -0.779 -0.414 -0.5263
F -3.8720 0.0613 3.8680 -0.311 0.434 -0.396 -0.3539
S -3.9111 -2.6923 1.3646 1.299 -1.191 -6.455 0.8483
O -5.2561 -2.8788 1.0126 -0.549 0.152 0.943 -0.5196
O -3.1088 -3.7039 1.9436 -0.315 0.247 1.450 -0.5605
F -3.1922 -2.5025 -0.0318 0.010 -0.029 0.582 -0.0324
C 1.3854 -4.8038 3.2916 -0.583 -0.342 -0.339 -0.7101
N 2.3724 -5.6874 3.9666 -0.130 -0.861 -0.070 0.9371
O 2.0270 -6.2474 4.9854 -0.109 0.327 0.364 -0.5477
O 3.4147 -5.9089 3.3902 0.128 0.490 -0.068 -0.5363
H 0.3894 -5.0212 3.6652 0.129 -0.044 0.336 0.3363
H 1.4106 -5.1232 2.2536 0.181 0.480 -0.143 0.2959
H 1.6146 -3.7552 3.4426 0.367 -0.040 -0.135 0.2270
C 0.3159 -0.5190 4.8086 -1.068 -0.053 0.420 -0.5749
N -0.8778 0.3030 4.4389 0.251 1.692 -0.544 0.7416
O -1.2678 1.1808 5.1448 0.049 -0.375 0.377 -0.4574
O -1.3575 0.1156 3.3107 -0.133 -0.325 -0.908 -0.3462
H -0.1090 -1.1727 5.5727 0.331 -0.498 -0.279 0.3202
H 1.0391 0.1158 5.3084 0.001 0.239 -0.264 0.3263
H 0.6345 -0.9798 3.8834 0.227 -0.310 0.224 0.0575
C 0.9230 3.9386 1.4644 0.953 -0.397 0.429 -0.6203
N -0.3426 3.4294 2.0395 -0.829 0.566 -0.338 0.5955
O -1.1123 4.1550 2.5932 0.236 0.068 0.087 -0.4481
O -0.5730 2.2334 1.8268 0.020 -0.936 0.162 -0.1553
H 0.7508 4.3039 0.4559 -0.248 -0.087 -0.007 0.1906
H 1.5960 3.0851 1.4662 -0.051 -0.031 -0.346 0.1534
H 1.3593 4.6990 2.1041 -0.466 0.230 0.050 0.3893
C 3.9962 2.6221 -1.5922 0.742 0.028 0.858 -0.7945
N 2.8485 2.5032 -2.5125 0.271 0.202 -0.110 1.0059
O 1.8949 3.2041 -2.2700 -0.455 0.300 0.084 -0.4706
O 2.9071 1.7051 -3.4214 0.227 -0.148 0.001 -0.5295
H 4.9695 2.6358 -2.0735 -0.275 -0.388 -0.550 0.3396
H 3.9203 1.7721 -0.9165 0.034 -0.073 -0.096 0.1357
H 3.9435 3.5377 -1.0114 -0.504 0.036 -0.124 0.3008
C 4.5735 -1.4005 0.6347 0.101 -0.224 0.133 -0.5625
N 5.7864 -1.8397 1.3916 0.400 1.865 0.748 0.9652
O 5.6850 -2.0197 2.5869 -0.441 -0.664 0.138 -0.5522
O 6.8503 -1.7529 0.8182 0.030 -0.603 -0.510 -0.5616
H 4.9292 -0.5987 -0.0011 -0.080 -0.317 -0.466 0.2664
H 3.8349 -0.9958 1.3154 0.046 -0.300 0.242 0.1091
H 4.1965 -2.2822 0.1252 -0.107 0.242 -0.358 0.3183
C -0.1915 1.8905 -4.6403 0.190 0.841 -0.701 -0.5340
N -1.3385 2.8283 -4.4831 -0.280 -0.700 0.105 0.9086
O -1.3219 3.8288 -5.1647 0.071 0.302 -0.131 -0.6170
O -2.2048 2.5275 -3.6942 -0.050 0.093 0.115 -0.3821
H -0.3065 1.0186 -4.0143 0.021 0.103 0.222 -0.0743
H 0.6559 2.5388 -4.4373 0.240 -0.474 0.320 0.2461
H -0.1367 1.6483 -5.7000 -0.149 -0.150 0.032 0.4576
C 2.1236 -1.8149 -4.4414 -0.850 0.529 -0.295 -0.5454
N 2.6287 -2.6830 -3.3616 1.251 0.224 0.159 0.8911
O 2.6253 -2.2415 -2.2296 -0.393 0.144 0.189 -0.4541
O 3.1565 -3.7265 -3.6724 -0.324 -0.333 -0.223 -0.5492
H 2.6232 -0.8497 -4.3998 0.297 -0.164 0.156 0.2066
H 1.0723 -1.6002 -4.2531 -0.012 -0.225 0.106 0.1045
H 2.2525 -2.3003 -5.3994 0.113 -0.141 0.065 0.3494
```
Forces are in eV/Å.


Entry 2:
C9H21HgN3 as an isolated structure in a non-equilibrium geometry. Source: OMol25; level of theory: ωB97M-V/def2-TZVPD.

## Properties
**Net charge**: +1
**HOMO energy (spin up / spin down)**: -12.00 / -12.93 eV
**LUMO level (spin up / spin down)**: -2.32 / -5.88 eV
**<S²>**: 0.755
**Energy**: -672.96590 a.u.
**Kohn-Sham gap (spin up / spin down)**: 9.68 / 7.05 eV
**2S+1**: 2

```
34
Properties=species:S:1:pos:R:3:forces:R:3:mulliken_spin:R:1
Hg 0.3196 -0.6504 2.2491 0.278 -0.558 -0.796 0.7409
N -0.7415 -2.9511 0.9893 -0.123 0.828 0.687 0.1315
C 0.2467 -3.6449 0.1796 0.193 -0.184 -0.475 -0.0052
C 1.0084 -2.6585 -0.7183 0.099 -0.079 0.087 -0.0035
C 2.5271 -2.8189 -0.6478 -0.197 0.211 0.240 0.0003
C 3.1411 -2.4663 0.7020 0.341 -0.448 -0.165 -0.0049
N 2.9041 -1.0849 1.1087 -0.814 0.427 0.313 0.1122
H -1.1729 -3.5652 1.6731 -0.081 0.103 -0.140 -0.0068
H -1.4630 -2.5292 0.4096 0.024 -0.136 0.152 -0.0088
H -0.2433 -4.4090 -0.4390 0.174 0.019 0.099 0.0081
H 0.9301 -4.1617 0.8556 -0.041 0.010 -0.028 0.0014
H 0.7396 -1.6383 -0.4225 -0.037 -0.047 -0.121 0.0031
H 0.7071 -2.7834 -1.7593 -0.098 0.072 0.046 -0.0001
H 2.9769 -2.1844 -1.4127 0.114 -0.044 -0.096 -0.0008
H 2.7930 -3.8514 -0.8765 0.090 -0.010 -0.073 0.0001
H 4.2202 -2.6548 0.6353 -0.121 -0.078 0.061 0.0069
H 2.7430 -3.1137 1.4856 0.074 -0.057 0.002 -0.0035
H 3.0101 -0.4390 0.3317 0.101 -0.010 0.125 -0.0055
H 3.5406 -0.8206 1.8528 -0.051 0.111 -0.134 -0.0033
C -3.0548 2.7375 -1.1885 0.071 -0.039 -0.006 0.0011
C -1.7919 3.0613 -0.3787 -0.451 0.847 -0.172 -0.0109
C -0.8089 3.9270 -1.1800 -0.023 -0.047 -0.004 0.0012
C -2.1763 3.7594 0.9344 0.037 -0.049 -0.034 0.0012
C -1.1251 1.8327 -0.0500 0.397 -0.774 0.141 0.0091
N -0.5789 0.8551 0.2009 0.180 -0.354 0.332 0.0363
H -3.5736 3.6651 -1.4137 -0.058 0.093 -0.013 0.0001
H -3.7231 2.0945 -0.6174 -0.041 0.002 -0.015 -0.0002
H -2.8097 2.2460 -2.1273 0.022 -0.043 -0.050 -0.0002
H -1.2795 4.8790 -1.4093 -0.048 0.100 -0.006 0.0001
H -0.5355 3.4458 -2.1166 0.023 -0.033 -0.047 -0.0002
H 0.0962 4.1130 -0.6033 0.016 0.047 -0.014 -0.0001
H -2.6758 4.6945 0.6942 -0.036 0.078 0.023 0.0004
H -1.2981 3.9737 1.5377 0.087 0.072 0.039 0.0000
H -2.8519 3.1415 1.5203 -0.100 -0.029 0.042 -0.0001
```
Forces are in eV/Å.


Entry 3:
A 4-piece molecular cluster, C9H21IN3O3 overall. Source: OMol25; level of theory: ωB97M-V/def2-TZVPD.

## Properties
**Net charge**: -1
**ΔE to the lowest compared entry with this formula, charge and spin**: 28.7 kcal/mol
**HOMO energy**: -4.37 eV
**LUMO level**: 3.07 eV
**Energy**: -1043.36116 a.u.
**Kohn-Sham gap**: 7.43 eV

```
37
Properties=species:S:1:pos:R:3:forces:R:3:nbo_charge:R:1
I 0.4378 -0.0382 -0.1159 0.248 -0.041 0.200 -0.9163
C 3.0431 5.0211 -2.1297 0.213 -0.264 0.308 -0.7188
C 2.2177 3.7837 -1.7637 0.056 -0.022 -0.184 0.6687
O 1.1126 3.6505 -2.2549 0.035 -0.021 -0.041 -0.6133
N 2.7481 2.8834 -0.8956 0.286 -0.032 -0.245 -0.6312
C 4.0490 2.9682 -0.2762 -0.260 -0.735 0.354 -0.4062
H 2.9296 5.7671 -1.3395 -0.081 0.111 -0.148 0.2205
H 2.6596 5.3850 -3.0754 -0.166 0.166 0.062 0.2360
H 4.1140 4.8402 -2.2424 -0.080 -0.114 -0.019 0.2012
H 2.2704 1.9887 -0.7957 -0.445 0.249 0.041 0.4449
H 4.6958 2.1382 -0.5868 0.077 0.270 -0.319 0.1868
H 3.9510 2.8148 0.8051 -0.009 0.403 -0.032 0.1957
H 4.4978 3.9252 -0.4983 0.257 0.025 0.184 0.1941
C 1.7785 -4.0080 -0.9963 0.354 -0.034 -0.720 -0.7147
C 1.0763 -4.3734 0.2810 -0.171 -0.682 0.206 0.6670
O 0.7205 -5.5384 0.5116 0.166 0.761 -0.011 -0.6807
N 0.8828 -3.3624 1.1431 0.100 0.018 0.164 -0.6300
C 0.1434 -3.5499 2.3724 -0.096 -0.107 -0.332 -0.4096
H 1.7497 -4.8683 -1.6637 -0.096 -0.002 0.057 0.2205
H 2.8334 -3.7583 -0.8520 -0.091 -0.004 0.291 0.2217
H 1.3393 -3.1481 -1.5060 -0.155 0.026 0.217 0.2507
H 1.0984 -2.4096 0.8533 -0.206 -0.053 -0.087 0.4382
H 0.1425 -2.6118 2.9201 0.101 0.009 0.078 0.2064
H 0.5887 -4.3551 2.9568 -0.004 0.072 0.112 0.1966
H -0.8953 -3.8258 2.1653 0.034 -0.027 0.015 0.1902
C -5.2041 0.3354 -0.4141 -0.400 0.111 -0.610 -0.7244
C -3.7125 0.5825 -0.2954 -0.039 0.176 0.243 0.6694
O -3.1064 1.1334 -1.1907 0.047 -0.014 0.074 -0.5969
N -3.1551 0.1857 0.8820 -0.163 0.109 0.146 -0.6355
C -3.8821 -0.5373 1.9040 0.043 -0.085 -0.273 -0.4081
H -5.4316 -0.7225 -0.5629 0.036 -0.027 0.228 0.2192
H -5.5407 0.8565 -1.3107 0.114 -0.035 0.023 0.2340
H -5.7907 0.7263 0.4176 0.136 -0.160 0.172 0.2091
H -2.1613 0.3350 1.0273 0.009 -0.059 -0.452 0.4411
H -3.1827 -0.7638 2.7040 -0.085 -0.034 0.103 0.2121
H -4.2886 -1.4788 1.5206 0.104 -0.044 0.074 0.1842
H -4.7289 0.0286 2.3018 0.129 0.090 0.121 0.1777
```
Forces are in eV/Å.